Formula: C22H24ClI2LaOPSb
Source: OMol25
Level of theory: ωB97M-V/def2-TZVPD

Geometry as ORCA input:
```
! RIJCOSX wB97M-V def2-TZVPD def2/J DEFGRID3
* xyz 2 1
I -2.56371 -1.50469 -2.21744
I -2.85816 1.10574 -1.53282
La 2.10591 0.10676 -1.56470
P 0.64574 0.06474 -4.25285
C -0.97660 0.10812 -5.03867
C 1.36984 1.44480 -5.26014
H 2.38417 -1.57596 -4.98745
H 1.21288 -1.05847 -6.29049
H 0.73249 -2.23988 -5.02602
C 1.33466 -1.34423 -5.23077
H 2.42706 1.64524 -5.02789
H 1.23827 1.15729 -6.31756
H -0.87539 0.12589 -6.12995
H -1.51308 0.99098 -4.69672
H 0.79673 2.36649 -5.08199
H -1.53632 -0.78005 -4.74167
C -4.88409 -0.19159 -3.03715
O -5.72354 -0.74033 -3.56795
Cl 4.15401 -0.02510 -3.03974
C 4.37139 -0.39073 3.40146
C 4.11382 -1.20822 2.29715
C 2.91970 -1.11139 1.56219
C 1.94443 -0.20782 1.98217
C 2.20293 0.67340 3.03765
C 3.40676 0.56396 3.75311
Sb 0.12706 -0.00470 0.77294
C -1.00086 -1.56528 1.79932
C -2.36600 -1.72135 1.52798
C -3.01028 -2.91780 1.88186
C -2.38624 -3.83516 2.73845
C -1.08661 -3.55192 3.18934
C -0.37531 -2.42317 2.71062
C -0.65791 1.76470 1.73526
C -1.84649 1.74738 2.46494
C -2.43801 2.93624 2.91858
C -1.79477 4.15633 2.70667
C -0.58089 4.18080 2.01235
C -0.03930 2.99685 1.50125
H 5.31148 -0.47619 3.96228
H 4.83945 -1.96306 2.01167
H 2.76301 -1.74358 0.66561
H 1.51460 1.48483 3.29590
H 3.60919 1.23475 4.58698
H -2.89667 -0.92316 0.99583
H -4.01178 -3.14339 1.51845
H -2.92693 -4.72605 3.07764
H -0.63585 -4.22779 3.92023
H 0.64177 -2.21144 3.06805
H -2.37628 0.81451 2.64253
H -3.37913 2.90211 3.46529
H -2.23809 5.08469 3.06195
H -0.08934 5.13574 1.82583
H 0.90029 3.02016 0.95046
*
```

LUMO energy in eV: -7.848
Total energy in hartree: -2596.15491
Energy relative to the best compared isomer or geometry (same formula, charge and spin) in kJ/mol: 63.65
Maximum force in eV/A: 3.80
Kohn-Sham gap in eV: 6.3